Entry 1:
The following is a quantum chemistry calculation of a single CH4F2OSi molecule in a non-equilibrium geometry, from the Open Molecules 2025 dataset.

Calculated values
structure (SMILES): CO[SiH](F)F
HOMO-LUMO gap: 11.5 eV
multiplicity: 1
LUMO: 0.03056 Ha

Structure (XYZ):
```
9
Properties=species:S:1:pos:R:3:forces:R:3
C 1.136 0.458 -0.752 -0.68 -3.86 -0.73
O 0.025 0.702 0.044 -1.85 -1.50 3.66
F -0.389 -1.529 1.713 -0.13 0.39 0.10
F -1.892 -1.034 -0.315 0.41 0.08 1.19
Si -1.054 -0.345 0.900 0.90 2.22 -3.59
H 1.677 1.321 -0.872 1.67 1.89 0.14
H 0.659 0.251 -1.681 0.28 -0.25 -1.49
H 1.766 -0.505 -0.561 -0.90 1.86 0.36
H -1.927 0.679 1.524 0.31 -0.82 0.36
```
Positions in Å, forces in eV/Å.

Entry 2:
The following is a quantum chemistry calculation of a molecular structure, CH4F2Si in a non-equilibrium geometry, from the Open Molecules 2025 dataset.

Calculated values
HOMO-LUMO gap: 10.4 eV
multiplicity: 1
LUMO: 0.01911 Ha

Structure (XYZ):
```
8
Properties=species:S:1:pos:R:3:forces:R:3
C -0.500 0.865 -0.768 1.05 -2.53 1.95
F -0.566 -0.043 -1.800 0.48 -0.35 -1.55
F 1.157 0.153 1.946 -0.37 0.19 0.23
Si 0.515 -0.641 0.707 -2.77 1.82 -0.54
H 0.110 1.745 -1.005 -0.37 -0.25 -0.04
H -1.576 0.997 -0.587 0.63 0.74 0.94
H -0.725 -1.499 1.019 0.80 0.65 0.03
H 1.584 -1.577 0.488 0.55 -0.28 -1.03
```
Positions in Å, forces in eV/Å.

Entry 3:
The following is a quantum chemistry calculation of 2 unconnected molecules or ions with the total composition CH4FINP in a non-equilibrium geometry, from the Open Molecules 2025 dataset.

Calculated values
HOMO-LUMO gap (alpha / beta): 6.7 / 6.7 eV
multiplicity: 1
LUMO (alpha / beta): -0.06416 / -0.06410 Ha

Structure (XYZ):
```
9
Properties=species:S:1:pos:R:3:forces:R:3
C 0.828 -0.478 -0.277 2.05 1.27 0.03
N 0.403 0.278 0.878 -2.10 3.10 -0.83
F -0.420 1.858 -0.875 -0.19 -0.06 1.16
P -0.792 1.478 0.637 0.50 -2.40 -1.13
I -3.089 -0.709 -0.416 1.12 1.09 0.57
H 0.077 -1.111 -0.499 -2.62 -2.42 -1.09
H 1.135 0.019 -1.211 -0.24 0.53 0.87
H 1.643 -1.016 0.097 1.45 -1.11 0.04
H 0.214 -0.320 1.666 0.03 0.00 0.38
```
Positions in Å, forces in eV/Å.

Entry 4:
The following is a quantum chemistry calculation of 2 unconnected molecules or ions with the total composition CH4FINP in a non-equilibrium geometry, from the Open Molecules 2025 dataset.

Calculated values
HOMO-LUMO gap (alpha / beta): 8.1 / 8.6 eV
expectation value of S²: 2.01
multiplicity: 3
LUMO (alpha / beta): 0.00301 / -0.05444 Ha

Structure (XYZ):
```
9
Properties=species:S:1:pos:R:3:forces:R:3
C -0.318 1.293 -0.632 -0.89 -2.54 -2.06
N 0.089 0.920 0.656 -1.74 -0.75 2.10
F 2.182 -2.037 0.933 -0.65 0.12 -0.60
P 0.960 -1.947 -0.140 0.70 -0.43 0.61
I -0.693 -3.261 1.037 0.05 0.11 -0.08
H -1.313 0.984 -1.114 0.79 -0.82 1.15
H -0.593 2.282 -0.689 0.32 3.09 0.03
H 0.439 0.995 -1.388 -0.19 0.66 0.48
H -0.752 0.771 1.336 1.61 0.56 -1.62
```
Positions in Å, forces in eV/Å.

Entry 5:
The following is a quantum chemistry calculation of 2 unconnected molecules or ions with the total composition CH4FN2 in a non-equilibrium geometry, from the Open Molecules 2025 dataset.

Calculated values
HOMO-LUMO gap: 12.4 eV
multiplicity: 1
LUMO: -0.18180 Ha
total charge: +1

Structure (XYZ):
```
8
Properties=species:S:1:pos:R:3:forces:R:3
C 1.388 0.156 -0.082 6.67 2.29 -0.40
N 2.523 0.513 0.037 -3.60 -1.21 0.78
N 0.260 -0.234 -0.370 -2.08 0.44 1.21
F -2.312 0.117 0.177 -1.98 0.04 0.02
H 3.014 1.389 0.036 0.48 0.15 -0.37
H -3.278 0.149 0.195 1.85 -0.03 0.01
H 0.042 -0.976 -0.951 -0.32 -1.77 -1.74
H -0.488 0.132 0.184 -1.03 0.09 0.48
```
Positions in Å, forces in eV/Å.

Entry 6:
The following is a quantum chemistry calculation of a molecular structure, CH4FNO2S2 in a non-equilibrium geometry, from the Open Molecules 2025 dataset.

Calculated values
HOMO-LUMO gap (alpha / beta): 5.9 / 6.1 eV
expectation value of S²: 2.02
multiplicity: 3
LUMO (alpha / beta): 0.01149 / -0.14748 Ha

Structure (XYZ):
```
11
Properties=species:S:1:pos:R:3:forces:R:3
C -0.589 -0.222 -0.482 0.93 -1.35 1.44
N 1.751 -0.569 0.989 3.98 -2.30 -4.36
O 1.614 -1.744 -1.041 0.13 0.52 0.49
O 1.808 1.306 -1.070 3.27 -4.63 2.89
F 3.700 0.825 0.790 0.19 0.76 -0.34
S 0.625 -1.485 0.101 -3.52 -1.45 -0.07
S 2.731 -0.014 -0.308 -2.32 4.73 -0.87
H -0.051 0.775 -0.391 -0.74 -1.01 -0.43
H -1.431 -0.457 0.199 0.14 0.78 -0.51
H -0.725 -0.705 -1.431 -0.56 0.94 -0.93
H 1.432 0.093 1.574 -1.50 3.00 2.68
```
Positions in Å, forces in eV/Å.

Entry 7:
The following is a quantum chemistry calculation of a single CH4FNP2 molecule in a non-equilibrium geometry, from the Open Molecules 2025 dataset.

Calculated values
structure (SMILES): [H]/N=C(/F)[PH]#[PH2]
HOMO-LUMO gap (alpha / beta): 8.1 / 8.4 eV
multiplicity: 1
LUMO (alpha / beta): -0.01772 / -0.01763 Ha

Structure (XYZ):
```
9
Properties=species:S:1:pos:R:3:forces:R:3
C -1.061 -0.137 -0.106 -6.82 6.39 2.26
N -2.392 0.858 0.239 6.02 -5.93 -1.47
F -1.312 -1.392 -0.083 0.04 -0.78 -0.45
P 1.996 -0.515 0.344 0.74 0.77 1.54
P 0.463 0.532 -0.752 -0.31 0.87 -0.50
H -1.890 1.678 0.534 0.50 0.85 -0.21
H 1.322 -1.670 0.680 -0.90 -0.33 0.60
H 2.440 -1.233 -0.701 0.85 -0.48 -1.63
H 0.433 1.878 -0.156 -0.13 -1.35 -0.15
```
Positions in Å, forces in eV/Å.

Entry 8:
The following is a quantum chemistry calculation of a single CH4FNS molecule in a non-equilibrium geometry, from the Open Molecules 2025 dataset.

Calculated values
structure (SMILES): CNSF
HOMO-LUMO gap: 9.6 eV
multiplicity: 1
LUMO: 0.02898 Ha

Structure (XYZ):
```
8
Properties=species:S:1:pos:R:3:forces:R:3
C 0.962 0.348 -0.169 -0.42 -2.68 1.12
N -0.443 -0.497 0.642 5.68 2.64 -2.10
F -2.460 -0.636 -0.920 0.56 0.87 1.03
S -1.732 0.316 0.338 -2.26 -1.08 -0.59
H 1.995 -0.046 0.107 -1.60 0.50 0.21
H 0.831 0.143 -1.198 -0.41 -0.97 -1.05
H 0.874 1.414 -0.193 -0.36 0.64 1.30
H -0.027 -1.042 1.392 -1.19 0.08 0.08
```
Positions in Å, forces in eV/Å.

Entry 9:
The following is a quantum chemistry calculation of 2 unconnected molecules or ions with the total composition CH4FOPS in a non-equilibrium geometry, from the Open Molecules 2025 dataset.

Calculated values
structure (SMILES): CP(=O)=S.F
HOMO-LUMO gap: 9.4 eV
multiplicity: 1
LUMO: -0.02605 Ha

Structure (XYZ):
```
9
Properties=species:S:1:pos:R:3:forces:R:3
C 0.270 0.118 1.056 0.03 2.15 -1.53
O -1.343 -0.325 -1.046 -0.62 -0.28 -0.15
F 0.721 -1.683 -1.249 -0.24 -0.49 0.64
P -0.549 0.757 -0.461 -0.91 2.15 -0.45
S -0.428 2.610 -1.185 0.21 -2.68 1.44
H 1.030 -0.393 0.506 0.99 -0.76 0.26
H 0.678 1.053 1.406 0.40 -0.04 0.99
H -0.261 -0.500 1.760 -0.45 0.02 -0.09
H -0.117 -1.637 -0.789 0.59 -0.07 -1.11
```
Positions in Å, forces in eV/Å.

Entry 10:
The following is a quantum chemistry calculation of a single CH4I2Si molecule in a non-equilibrium geometry, from the Open Molecules 2025 dataset.

Calculated values
structure (SMILES): C[SiH](I)I
HOMO-LUMO gap: 9.5 eV
multiplicity: 1
LUMO: 0.00309 Ha

Structure (XYZ):
```
8
Properties=species:S:1:pos:R:3:forces:R:3
C -0.137 0.005 0.522 1.02 0.81 2.31
Si 1.390 -0.127 -0.617 1.73 1.10 3.62
I 2.804 -2.004 0.144 -0.16 0.18 0.05
I 2.733 2.110 -0.193 -0.80 -1.28 -0.34
H -0.866 -0.055 -0.219 -2.11 -0.03 -0.91
H -0.330 -0.780 1.344 0.71 0.90 -1.68
H -0.220 1.028 1.076 0.37 -1.72 -1.36
H 1.576 -0.353 -1.982 -0.75 0.04 -1.69
```
Positions in Å, forces in eV/Å.

Entry 11:
The following is a quantum chemistry calculation of 2 unconnected molecules or ions with the total composition CH4IN2 in a non-equilibrium geometry, from the Open Molecules 2025 dataset.

Calculated values
HOMO-LUMO gap: 9.6 eV
multiplicity: 1
LUMO: -0.19421 Ha
total charge: +1

Structure (XYZ):
```
8
Properties=species:S:1:pos:R:3:forces:R:3
C -0.574 -0.269 0.139 1.54 4.65 -0.44
N 0.131 -1.301 -0.018 -0.05 -2.05 0.66
N 0.509 1.497 0.216 -0.79 -3.24 -0.67
I -2.484 0.102 0.421 -0.73 -0.15 0.06
H 1.084 -1.114 0.114 2.02 0.12 -0.30
H -0.075 -2.327 0.077 -0.62 1.34 -0.19
H 0.097 2.055 -0.523 -1.88 0.44 0.02
H 1.313 1.356 -0.427 0.51 -1.11 0.87
```
Positions in Å, forces in eV/Å.

Entry 12:
The following is a quantum chemistry calculation of a gas-phase ion, CH4IN2 (charge +1) in a non-equilibrium geometry, from the Open Molecules 2025 dataset.

Calculated values
structure (SMILES): [NH2+]=CNI
HOMO-LUMO gap: 9.0 eV
multiplicity: 1
LUMO: -0.20182 Ha
total charge: +1

Structure (XYZ):
```
8
Properties=species:S:1:pos:R:3:forces:R:3
C 0.499 -0.130 -0.247 -0.70 -1.36 -1.88
N -0.334 -0.977 0.318 -0.60 1.85 1.14
N 0.359 1.158 -0.267 0.65 -1.66 0.39
I -1.983 -0.817 1.595 0.64 0.66 -0.41
H 1.198 -0.492 -1.021 0.03 -0.43 0.99
H -0.335 -1.934 0.171 1.10 -1.96 -0.92
H 1.000 1.707 -0.764 0.69 1.08 -0.57
H -0.404 1.486 0.215 -1.80 1.81 1.24
```
Positions in Å, forces in eV/Å.

Entry 13:
The following is a quantum chemistry calculation of 2 unconnected molecules or ions with the total composition CH4IN2S in a non-equilibrium geometry, from the Open Molecules 2025 dataset.

Calculated values
HOMO-LUMO gap: 6.7 eV
multiplicity: 1
LUMO: -0.19839 Ha
total charge: +1

Structure (XYZ):
```
9
Properties=species:S:1:pos:R:3:forces:R:3
C 1.483 0.066 0.234 2.92 -0.89 -0.46
N 0.531 -0.584 -0.310 0.69 -1.28 0.83
N 2.597 0.483 0.447 -3.69 -2.28 -1.40
S -2.028 0.352 0.484 2.35 -1.18 -0.60
I -4.166 0.783 -0.015 -2.48 0.54 -0.47
H 0.222 -1.575 -0.099 0.65 1.62 0.23
H 0.337 -0.247 -1.221 -0.77 0.40 -1.16
H -1.732 -0.434 -0.638 -0.69 0.81 1.08
H 2.755 1.156 1.117 1.03 2.26 1.96
```
Positions in Å, forces in eV/Å.

Entry 14:
The following is a quantum chemistry calculation of 2 unconnected molecules or ions with the total composition CH4INO2S in a non-equilibrium geometry, from the Open Molecules 2025 dataset.

Calculated values
HOMO-LUMO gap (alpha / beta): 7.9 / 7.6 eV
multiplicity: 1
LUMO (alpha / beta): -0.03278 / -0.04159 Ha

Structure (XYZ):
```
10
Properties=species:S:1:pos:R:3:forces:R:3
C -0.209 1.453 -0.488 -1.66 -4.40 1.19
N 2.307 -1.035 -0.199 1.24 -0.79 -1.65
O 0.016 -1.527 0.986 0.83 -0.25 -0.88
O 1.598 0.099 1.950 0.41 -0.12 -0.53
S 1.030 -0.524 0.779 -0.77 2.44 -0.64
I -1.871 0.572 -1.368 0.78 0.30 -0.23
H -0.529 1.927 0.352 -0.83 1.20 2.44
H 0.643 1.841 -0.836 2.83 1.13 -2.41
H 3.268 -0.554 -0.349 -2.71 -0.62 1.03
H 2.099 -1.650 -1.037 -0.13 1.12 1.69
```
Positions in Å, forces in eV/Å.

Entry 15:
The following is a quantum chemistry calculation of 2 unconnected molecules or ions with the total composition CH4INOS in a non-equilibrium geometry, from the Open Molecules 2025 dataset.

Calculated values
structure (SMILES): C=[NH+][O-].SI
HOMO-LUMO gap: 8.3 eV
multiplicity: 1
LUMO: -0.02550 Ha

Structure (XYZ):
```
9
Properties=species:S:1:pos:R:3:forces:R:3
C 1.803 -0.865 1.011 -2.33 -0.40 -0.34
N 1.319 -0.303 -0.053 -0.17 0.04 1.62
O 0.149 -0.592 -0.422 -0.10 0.28 -1.41
S 1.347 -4.407 -2.604 0.55 -0.51 -0.26
I 3.228 -3.970 -1.206 -0.08 -0.02 -0.06
H 1.025 -1.453 1.491 0.39 -0.42 -0.17
H 0.581 -3.505 -2.036 -0.48 0.59 0.35
H 2.539 -0.513 1.636 2.23 0.93 0.42
H 1.804 0.487 -0.506 -0.01 -0.49 -0.14
```
Positions in Å, forces in eV/Å.

Entry 16:
The following is a quantum chemistry calculation of 2 unconnected molecules or ions with the total composition CH4IP in a non-equilibrium geometry, from the Open Molecules 2025 dataset.

Calculated values
HOMO-LUMO gap (alpha / beta): 8.3 / 5.8 eV
multiplicity: 1
LUMO (alpha / beta): -0.05550 / -0.11119 Ha

Structure (XYZ):
```
7
Properties=species:S:1:pos:R:3:forces:R:3
C -0.691 0.253 0.407 -0.47 3.82 1.73
P 1.006 -0.065 1.003 -0.37 -1.23 0.67
I 1.256 -1.924 -2.293 -0.01 0.28 0.59
H -1.171 -0.610 0.190 -1.32 -2.98 -0.82
H -0.552 0.830 -0.491 -0.53 0.24 -0.35
H -1.498 0.801 1.106 2.25 -0.89 -1.15
H 1.650 0.715 0.080 0.46 0.76 -0.67
```
Positions in Å, forces in eV/Å.

Entry 17:
The following is a quantum chemistry calculation of a single CH4N2 molecule in a non-equilibrium geometry, from the Open Molecules 2025 dataset.

Calculated values
structure (SMILES): [H]/N=C\N
HOMO-LUMO gap: 10.6 eV
multiplicity: 1
LUMO: 0.03510 Ha

Structure (XYZ):
```
7
Properties=species:S:1:pos:R:3:forces:R:3
C 0.158 -0.415 -0.041 -0.05 -1.17 -0.83
H -1.920 -0.592 0.006 2.78 2.95 -0.89
H -1.287 1.076 0.122 0.11 0.57 0.44
H 0.229 -1.512 -0.307 -0.47 1.17 0.41
H 0.992 1.135 0.403 0.34 0.89 0.22
N -1.088 0.166 -0.228 -3.03 -4.31 0.46
N 1.236 0.174 0.231 0.31 -0.10 0.20
```
Positions in Å, forces in eV/Å.

Entry 18:
The following is a quantum chemistry calculation of a gas-phase ion, CH4N2 (charge +1) in a non-equilibrium geometry, from the Open Molecules 2025 dataset.

Calculated values
HOMO-LUMO gap (alpha / beta): 12.7 / 7.6 eV
expectation value of S²: 0.78
multiplicity: 2
LUMO (alpha / beta): -0.20061 / -0.36889 Ha
total charge: +1

Structure (XYZ):
```
7
Properties=species:S:1:pos:R:3:forces:R:3
N -0.875 -0.220 -0.234 1.68 0.79 -2.34
C 0.347 0.376 -0.011 -0.24 0.55 -0.12
N 1.237 0.102 0.910 0.19 -1.09 -0.29
H -0.989 -1.183 -0.600 0.10 -0.15 1.53
H -1.345 0.361 -0.933 -0.54 0.09 0.23
H 0.638 1.253 -0.649 -0.99 -0.42 0.73
H 0.988 -0.688 1.517 -0.20 0.23 0.28
```
Positions in Å, forces in eV/Å.

Entry 19:
The following is a quantum chemistry calculation of a single CH4N2O molecule in a non-equilibrium geometry, from the Open Molecules 2025 dataset.

Calculated values
structure (SMILES): [H]/N=N/CO
HOMO-LUMO gap: 10.3 eV
multiplicity: 1
LUMO: 0.01443 Ha

Structure (XYZ):
```
8
Properties=species:S:1:pos:R:3:forces:R:3
C 0.530 0.506 -0.214 2.17 0.56 3.22
N -0.918 0.399 0.040 -0.72 -1.42 -0.77
N -1.269 -0.770 -0.161 -0.91 -0.20 0.17
O 1.328 -0.681 -0.009 -4.49 -1.31 -0.63
H 0.555 0.864 -1.231 0.36 0.38 -0.39
H 0.955 1.252 0.583 -0.93 -0.88 -1.88
H 0.500 -1.395 -0.020 2.92 1.90 -0.09
H -2.328 -0.948 -0.145 1.59 0.99 0.38
```
Positions in Å, forces in eV/Å.

Entry 20:
The following is a quantum chemistry calculation of a single CH4N2O molecule in a non-equilibrium geometry, from the Open Molecules 2025 dataset.

Calculated values
structure (SMILES): NNC=O
HOMO-LUMO gap: 10.9 eV
multiplicity: 1
LUMO: 0.03184 Ha

Structure (XYZ):
```
8
Properties=species:S:1:pos:R:3:forces:R:3
C 0.241 0.288 -0.883 -0.78 5.56 -2.72
H 0.365 0.344 1.653 -1.36 -1.64 -0.73
H -1.166 0.409 1.121 1.15 -1.53 -0.92
H 0.190 -1.605 -0.587 -0.17 1.79 2.86
H 0.859 0.148 -1.791 -0.38 -0.36 0.06
N -0.375 -0.303 1.203 0.45 1.10 2.13
N 0.224 -0.660 -0.020 -0.20 -3.62 -0.06
O -0.339 1.378 -0.696 1.30 -1.30 -0.62
```
Positions in Å, forces in eV/Å.

Values for total energy, hartree, ordered as above
-605.103310, -529.700073, -834.171116, -834.077899, -249.572936, -1141.667513, -877.660002, -593.213082, -955.159051, -925.425677, -447.312067, -447.427108, -845.554437, -941.486063, -866.267580, -679.451403, -149.987194, -149.625352, -225.171362, -225.192910